[1]
25
Properties=species:S:1:pos:R:3:forces:R:3:lowdin_charge:R:1 method="wB97M-V/def2-TZVPD" e_tot_ev=-11610.1331 orbital_gap_ha=0.2704 fmax_ev_per_a=0.9 lumo_energy_ev=-0.315
C -1.143 -0.763 0.134 -0.338 0.397 -0.252 -0.249
C 0.278 1.995 -0.703 -0.227 -0.172 0.073 -0.129
C -0.806 -2.062 -0.500 0.382 -0.032 0.023 -0.041
C -2.158 0.045 -0.614 0.100 0.087 0.007 -0.060
C -1.218 -0.633 1.614 0.399 0.045 0.104 -0.034
O 0.435 0.601 -0.555 -0.201 -0.567 0.251 -0.227
H -0.600 2.203 -1.317 -0.091 -0.034 0.053 0.075
H 0.164 2.492 0.269 0.028 0.044 -0.028 0.090
H 1.127 2.438 -1.232 0.086 -0.125 0.102 0.084
H -0.194 -1.880 -1.384 -0.076 -0.029 -0.035 0.107
H -0.248 -2.722 0.155 0.064 0.144 0.081 0.086
H -1.911 0.122 -1.671 -0.029 -0.046 0.007 0.097
H -3.118 -0.481 -0.519 0.118 -0.013 -0.004 0.107
H -2.289 1.039 -0.192 0.028 -0.006 0.018 0.087
H -2.268 -0.735 1.923 0.000 0.088 -0.192 0.105
H -0.609 -1.371 2.127 0.060 0.033 -0.126 0.091
H -0.887 0.361 1.924 -0.063 -0.019 -0.019 0.099
H -1.735 -2.559 -0.812 -0.029 0.253 -0.059 0.104
C 2.946 0.457 -0.180 -0.390 0.160 -0.313 -0.039
C 1.604 0.135 0.481 0.275 -0.645 0.506 -0.555
O 1.377 -1.099 0.725 0.038 0.361 -0.105 -0.145
H 1.417 0.850 1.327 -0.144 0.080 -0.205 0.126
H 3.740 0.245 0.536 -0.059 -0.034 0.027 0.078
H 3.072 -0.183 -1.056 0.008 0.023 0.083 0.083
H 3.022 1.505 -0.478 0.061 0.006 0.005 0.058

[2]
135
Properties=species:S:1:pos:R:3:forces:R:3:lowdin_charge:R:1 method="wB97M-V/def2-TZVPD" e_tot_ev=-188801.3525 orbital_gap_ha=0.0456 fmax_ev_per_a=6.2 lumo_energy_ev=-4.818
C -8.036 -1.628 -2.368 1.172 0.458 0.627 0.053
C -6.865 -1.985 -2.266 -0.516 -0.030 1.087 -0.219
C -5.438 -2.476 -1.862 -0.633 -1.081 0.052 -0.168
C -4.245 -1.438 -2.136 -0.813 -1.150 -1.418 -0.473
S -5.137 -0.076 -3.105 0.724 0.715 -0.282 0.841
C -3.133 -1.803 -3.251 -0.505 0.989 1.632 -0.417
O -3.080 -2.742 -4.009 0.169 1.827 0.915 0.127
N -2.209 -0.695 -3.034 -0.700 -0.954 -0.899 0.094
C -2.277 -0.004 -1.740 0.789 -0.912 0.614 -0.406
C -0.755 0.121 -1.278 1.570 0.338 -0.280 -0.042
C 0.264 -0.683 -2.171 0.499 -0.249 -0.602 -0.173
N 1.332 -0.154 -2.692 -3.435 -3.279 1.909 -0.125
O -2.734 1.341 -1.619 -0.964 -0.754 -0.922 -0.178
C -2.559 2.075 -2.846 1.013 1.781 0.018 -0.161
C -3.229 3.512 -2.673 0.151 -0.025 -2.528 -0.380
C -3.977 3.785 -4.054 -1.007 0.459 1.366 -0.214
O -2.207 4.578 -2.524 -1.866 -2.344 4.179 -0.423
C -3.282 -1.001 -0.946 0.776 0.137 0.652 -0.261
C -2.295 -2.173 -0.431 0.366 -0.644 0.949 -0.072
C -3.011 -3.503 0.014 -0.250 -1.767 -2.534 -0.705
O -3.251 -4.365 -0.804 0.546 1.862 1.784 0.036
Cl -3.480 -3.910 1.737 0.507 0.923 -0.760 0.617
C -3.913 -0.503 0.426 0.225 0.668 0.230 -0.530
Cl -5.450 0.519 0.196 0.829 -0.655 -0.123 0.617
C -2.967 0.389 1.345 -1.520 0.257 1.221 -0.254
C -3.584 0.317 2.841 0.720 -0.727 -0.344 -0.104
H -8.980 -1.018 -2.325 1.521 -1.373 -0.378 0.056
H -5.465 -2.777 -0.758 -0.130 0.500 -1.423 0.113
H -5.264 -3.456 -2.423 0.075 1.343 0.644 0.130
H -5.104 -0.592 -4.400 0.311 0.083 1.221 -0.021
H -1.791 -0.243 -3.850 -0.030 -0.231 0.289 0.165
H -0.471 1.221 -1.412 -0.331 -1.511 0.162 0.129
H -0.535 -0.111 -0.195 -0.396 0.108 -1.115 0.111
H 0.067 -1.775 -2.428 -0.154 1.360 0.660 0.127
H 1.826 -0.901 -3.235 -0.584 0.451 0.522 0.060
H -1.436 2.275 -2.946 -1.312 -0.175 -0.385 0.147
H -2.953 1.566 -3.776 0.226 0.562 1.116 0.050
H -4.007 3.544 -1.818 0.795 -0.197 -0.497 0.114
H -3.261 3.969 -4.916 -0.561 -0.328 1.367 -0.003
H -4.689 4.665 -4.005 0.863 -0.776 0.189 0.096
H -4.577 2.857 -4.276 0.606 1.285 0.258 -0.027
H -2.114 5.064 -3.451 1.133 1.006 -0.798 -0.201
H -1.529 -2.480 -1.216 -1.350 0.223 0.809 0.121
H -1.663 -1.837 0.460 -1.100 -0.119 -1.147 0.121
H -4.270 -1.362 1.087 0.495 0.922 -1.278 0.082
H -1.906 0.031 1.449 -1.075 0.477 -0.544 0.098
H -3.055 1.464 0.980 0.487 -1.386 0.212 0.071
H -3.304 1.224 3.460 -0.311 -1.190 -0.654 0.071
H -3.135 -0.634 3.288 -0.596 1.404 -0.235 0.086
H -4.701 0.161 2.846 1.184 0.456 -0.157 0.061
K 2.716 1.347 -3.501 2.012 3.019 -1.702 0.899
C 0.216 3.262 -6.184 -0.741 1.089 0.187 -0.809
O 0.755 2.191 -5.774 0.382 -0.396 1.270 -0.124
O 0.368 3.428 -7.530 0.421 -0.562 -0.020 0.064
O -0.401 4.143 -5.556 1.186 -2.684 -0.365 -0.225
H 0.862 2.594 -7.630 -0.042 0.302 -1.089 0.091
Ca -2.389 4.609 -0.193 -0.155 -0.119 -2.660 1.630
Cl -3.734 2.209 -6.224 0.111 -1.419 -1.161 -0.207
C 8.747 0.307 0.280 -0.076 -0.325 -0.270 -0.075
C 7.762 0.986 1.217 0.247 0.118 0.180 -0.271
O 7.544 2.355 0.913 0.575 0.116 -0.568 -0.106
C 6.578 2.700 -0.114 -0.942 -0.867 0.957 -0.500
O 5.408 2.129 0.112 -0.018 0.224 -0.936 -0.158
C 7.102 2.455 -1.570 0.737 0.016 0.470 -0.542
F 8.409 2.799 -1.691 -0.232 -0.094 -0.112 0.112
F 6.438 3.230 -2.460 -0.182 -0.175 0.106 0.105
F 6.998 1.182 -2.011 -0.266 0.166 -0.142 0.097
H 9.572 0.974 0.021 -0.035 -0.007 0.118 0.083
H 9.152 -0.595 0.744 -0.015 0.092 0.005 0.051
H 8.266 -0.004 -0.646 0.077 0.044 -0.004 0.056
H 8.207 0.984 2.216 -0.101 0.166 0.005 0.097
H 6.832 0.417 1.302 -0.109 0.192 -0.194 0.104
H 6.608 3.803 -0.056 -0.092 0.200 0.038 0.146
C 10.891 -1.831 4.891 0.210 -0.395 0.768 -0.068
C 11.106 -0.612 4.046 0.513 0.085 -0.474 -0.317
O 10.174 -0.781 2.998 -0.268 -0.124 0.772 0.121
C 9.146 -1.502 3.531 -1.035 -0.247 -0.480 -0.533
O 8.070 -1.607 3.033 0.564 -0.126 0.277 0.174
O 9.502 -2.082 4.714 -0.015 0.344 -0.422 0.073
F 12.353 -0.599 3.518 0.058 0.154 -0.001 0.079
H 11.464 -2.693 4.540 0.076 0.195 -0.156 0.146
H 11.127 -1.657 5.941 -0.229 -0.038 -0.042 0.142
H 10.913 0.333 4.561 0.143 0.021 -0.110 0.179
Cl -1.287 6.000 -4.526 -0.821 2.358 0.502 0.211
C -9.321 4.112 3.039 0.002 0.037 0.032 -0.109
C -9.355 4.156 1.516 -0.258 0.118 0.343 -0.256
C -8.041 3.708 0.872 -0.368 -0.035 -0.254 -0.186
C -6.936 4.623 1.167 0.137 -0.150 -0.020 -0.227
N -6.067 5.340 1.401 0.189 -0.208 -0.103 0.123
H -8.582 4.810 3.443 -0.012 -0.037 -0.018 0.066
H -10.296 4.389 3.445 0.091 -0.029 0.011 0.077
H -9.079 3.108 3.397 -0.015 0.042 0.001 0.077
H -9.609 5.168 1.190 0.063 -0.107 -0.084 0.117
H -10.155 3.498 1.167 0.154 0.031 -0.116 0.114
H -8.177 3.658 -0.213 0.216 0.060 0.050 0.128
H -7.785 2.698 1.204 0.161 0.126 0.040 0.110
C -4.848 4.816 6.839 -0.356 0.514 0.389 -0.127
C -5.096 4.282 5.458 -0.600 0.177 -0.471 -0.137
O -3.869 3.631 5.142 0.180 0.005 0.301 0.035
C -3.268 3.312 6.324 0.629 -0.447 0.322 -0.556
O -2.308 2.614 6.421 -0.424 0.297 -0.163 0.165
O -3.907 3.892 7.375 0.158 -0.244 -0.531 0.071
H -5.753 4.844 7.445 0.177 -0.106 0.085 0.138
H -4.397 5.812 6.828 -0.002 -0.059 -0.020 0.137
H -5.904 3.545 5.432 0.057 0.013 0.034 0.134
H -5.314 5.071 4.738 0.149 -0.139 -0.065 0.127
C 3.762 -2.605 0.771 -0.178 -0.152 0.374 -0.008
C 3.672 -3.383 -0.577 0.796 2.860 1.239 -0.441
C 2.239 -3.323 -1.155 -0.457 -0.905 -0.295 -0.138
C 1.245 -4.307 -0.543 0.022 0.132 0.165 -0.175
C 1.832 -5.712 -0.482 -0.191 0.533 -0.619 -0.119
C 3.189 -5.740 0.244 -0.268 -1.514 2.646 -0.470
N 4.160 -4.776 -0.356 -1.744 -1.485 -5.815 0.021
O 4.550 -5.262 -1.517 0.268 0.917 3.004 0.063
C 2.959 -5.434 1.742 -0.059 0.441 0.112 -0.034
C 3.736 -7.183 0.248 0.397 0.068 -0.665 -0.031
C 4.570 -2.566 -1.540 0.126 -0.832 -0.525 -0.025
H 4.352 -3.146 1.513 -0.082 -0.014 -0.064 0.086
H 4.262 -1.643 0.658 -0.085 -0.031 -0.209 0.089
H 2.775 -2.406 1.197 0.080 -0.095 0.025 0.082
H 2.276 -3.529 -2.233 0.243 -0.048 0.078 0.131
H 1.843 -2.310 -1.055 0.474 -0.001 0.197 0.092
H 0.943 -3.970 0.455 0.052 -0.068 0.000 0.108
H 0.330 -4.322 -1.145 0.060 -0.006 0.011 0.113
H 1.122 -6.375 0.021 0.341 -0.040 0.163 0.134
H 1.937 -6.099 -1.502 0.240 0.031 0.073 0.134
H 3.903 -5.429 2.290 -0.013 0.005 -0.055 0.097
H 2.321 -6.197 2.196 0.119 -0.058 -0.265 0.096
H 2.459 -4.485 1.926 0.110 0.018 -0.047 0.063
H 3.844 -7.597 -0.757 0.072 0.190 0.041 0.084
H 3.058 -7.852 0.785 -0.058 0.337 0.032 0.093
H 4.709 -7.233 0.746 -0.091 0.070 -0.076 0.096
H 5.614 -2.586 -1.224 -0.055 0.032 0.030 0.104
H 4.247 -1.523 -1.569 -0.091 -0.137 0.376 0.088
H 4.514 -2.930 -2.571 0.092 -0.176 0.172 0.082